The following is a quantum chemistry calculation of a 6-piece molecular cluster, C53H65F5IN2O4Si overall in a non-equilibrium geometry, from OMol25.

The geometry in ORCA input format:
```
! RIJCOSX wB97M-V def2-TZVPD def2/J DEFGRID3
* xyz 1 1
I 2.96706 -4.84623 -0.42703
Si -1.65954 -3.36252 1.79839
F -5.36323 4.36422 -0.44129
F -4.97267 9.38849 -3.48362
F -4.36639 -1.06189 -1.44959
F -10.05568 -4.20597 3.08349
F 8.94459 -2.20653 5.08085
O 5.84182 -4.00615 0.23924
O -0.24876 -3.76875 0.83340
O 1.96506 1.21474 -1.51293
O 3.36344 -0.77143 0.82023
N 6.67519 -2.20476 -2.13219
N 2.69428 -1.71005 0.06579
C 2.69547 -1.32870 -1.40818
C 7.84120 -3.82486 6.39422
C 7.85501 -4.69201 7.48642
C -3.26403 10.29465 -2.13425
C 3.57082 -2.94800 0.36370
C -5.40089 6.47251 -3.39218
C 5.21988 -2.43369 -1.67241
C -4.75799 -0.52411 -2.61237
C 7.82285 -3.76886 -3.77189
C 5.16179 -2.70190 -0.05764
C -9.10175 -3.73687 2.26827
C -7.67650 -4.02781 0.35232
C 10.08117 -3.09198 6.94784
C -5.91625 -0.98865 -3.22553
C -1.62023 3.47356 -1.44646
C -2.23283 -5.00726 2.70246
C 8.97812 -4.75244 8.31281
C 7.07531 -3.76322 1.03513
C 1.33438 -1.76069 0.71725
C 4.97361 0.22672 -1.77735
C 0.64657 2.35054 0.51456
C -4.60570 9.99991 -2.34956
C 6.80302 -3.49308 2.62989
C -8.56347 -2.47574 2.49947
C -1.06358 -2.14399 3.18243
C 5.88403 0.57266 -0.65276
C -3.18716 -2.75126 0.79808
C -5.56984 0.59000 -5.02048
C -4.40405 1.04640 -4.40047
C -6.91309 4.43746 -2.21724
C -5.19035 10.96153 -0.22292
C 1.64903 -0.16797 -1.86487
C -0.56601 3.23719 1.17269
C -3.84527 11.26698 -0.00102
C -8.66531 -4.51873 1.20454
C -7.12641 -2.76530 0.57906
C -7.56658 -1.98902 1.65396
C -0.38757 2.57053 -2.11553
C -4.99631 5.91583 -2.17892
C -6.32713 -0.42457 -4.43302
C -6.56669 6.01611 -4.01218
C -1.72993 3.81538 0.17031
C 8.95555 -3.03525 6.13333
C 4.21853 -1.18721 -2.05522
C 0.78127 1.99170 -1.11331
C -3.99947 0.48972 -3.18721
C 10.09104 -3.95094 8.04677
C -5.75483 4.90200 -1.60407
C -7.32397 5.00154 -3.42472
C -2.88284 10.93661 -0.95628
C 6.82625 -2.46521 -3.61498
C 0.16996 -2.60943 -0.02273
C -5.57264 10.32952 -1.40614
H 6.12320 -2.51377 2.68907
H 8.92490 -3.34844 -3.79516
H 8.98798 -5.42553 9.16746
H -6.35201 -2.38344 -0.08280
H -0.74503 -1.87185 -0.22382
H -6.88428 6.45367 -4.95624
H 5.70550 -1.90725 0.60485
H 3.58297 -3.01271 1.55578
H -5.93765 11.21640 0.52443
H 1.50276 1.95776 1.24710
H 6.97316 -3.75867 5.74672
H -6.61361 10.09195 -1.59949
H -3.15832 -1.58084 0.68253
H -3.54812 11.76394 0.92002
H 1.48709 -2.22270 1.79846
H -3.81378 1.83412 -4.86201
H 5.37204 1.05626 0.30855
H -8.23316 4.65080 -3.90707
H 7.41380 -1.53464 -4.06222
H -3.10144 0.83715 -2.68694
H 4.05160 -1.25960 -3.23555
H -2.45086 3.92736 -2.16594
H 1.63682 -0.19902 -3.06047
H 7.57726 -4.35946 -4.75226
H -0.52405 3.43360 2.34310
H 4.85175 -3.35884 -2.33112
H 7.68665 -2.83082 0.61885
H -6.48806 -1.78423 -2.75948
H 4.77715 1.09992 -2.56828
H 0.52466 -0.34343 -1.55850
H 5.80225 -2.57840 -4.17372
H -4.09828 6.26326 -1.67864
H 0.43941 -3.07373 -1.06371
H -9.09744 -5.50156 1.04822
H 10.93949 -2.46812 6.72080
H -2.52794 10.02264 -2.88346
H -4.81062 7.26023 -3.85372
H -4.15252 -3.05666 1.42572
H -2.61156 -5.82683 1.95775
H -1.83710 11.17904 -0.78318
H 2.27586 -2.30938 -1.95463
H -3.16431 -4.70284 3.37042
H -0.73167 -1.14332 2.67361
H 6.24947 -4.35902 3.19333
H -2.59822 4.49140 0.62854
H 3.26893 0.13569 0.42617
H 7.33557 -2.79700 -1.57010
H 6.99159 -5.31978 7.69308
H 10.96319 -3.99698 8.69422
H -8.92374 -1.88363 3.33438
H 7.82461 -3.17784 3.15989
H -3.28484 -3.28527 -0.24974
H 0.91319 -0.66063 0.90553
H -0.32660 2.37662 -3.27319
H -0.07624 -2.61053 3.66278
H -1.86456 -2.02606 4.03005
H 7.03867 0.39129 -0.60166
H -7.48490 3.64188 -1.75119
H -1.42048 -5.42975 3.43525
H -7.33523 -4.62847 -0.48735
H -5.88744 1.02756 -5.96454
H 7.84132 -4.67501 0.97604
H -7.23632 -0.77530 -4.91537
H -7.13379 -1.00751 1.83078
H 7.74987 -4.51712 -2.85027
*
```

The strongest force on any atom is 4.7 eV/Å. For the energy above the lowest of the compared OMol25 structures with the same formula, charge and spin, the calculation gives 1494.76 kJ/mol. The LUMO energy comes out at -3.49 eV.

Results of the Löwdin charge analysis, in e, for atoms 1 through 2:
1 I 1.09
2 Si 0.46